No. 1
# C24H22BrClFeN3O5SSi

A molecular structure, C24H22BrClFeN3O5SSi (ωB97M-V/def2-TZVPD, the Open Molecules 2025 dataset).

Structure (ORCA input):
```
! wB97M-V def2-TZVPD RIJCOSX def2/J DEFGRID3
* xyz -1 1
Fe -0.15 -0.03 0.06
Br 3.22 -4.60 4.02
C 2.12 -3.26 3.28
C 0.80 -3.16 3.69
C 0.02 -2.16 3.16
C 0.50 -1.25 2.20
O -0.31 -0.32 1.81
C 1.87 -1.39 1.78
C 2.46 -0.52 0.82
N 1.76 0.42 0.26
C 2.16 1.42 -0.55
C 3.40 1.58 -1.18
C 3.63 2.69 -1.98
C 2.67 3.68 -2.15
C 1.41 3.55 -1.54
C 0.37 4.49 -1.67
C -0.83 4.25 -1.02
C -1.00 3.08 -0.30
N -0.05 2.16 -0.19
C 1.14 2.40 -0.76
C 2.65 -2.40 2.35
H 0.39 -3.88 4.39
H -1.02 -2.07 3.44
H 3.52 -0.65 0.61
H 4.17 0.83 -1.06
H 4.58 2.78 -2.48
H 2.89 4.54 -2.76
H 0.51 5.38 -2.26
H -1.64 4.96 -1.09
H -1.94 2.84 0.18
H 3.67 -2.53 2.02
C -4.66 -0.03 -4.98
Si -4.13 -0.05 -3.14
C -4.82 1.54 -2.34
C -4.83 -1.60 -2.31
C -2.24 -0.06 -3.09
C -1.46 -0.13 -4.23
C -0.07 -0.12 -4.13
C 0.50 0.01 -2.88
N -0.24 0.10 -1.79
C -1.58 0.03 -1.85
S -2.40 0.08 -0.36
H -5.74 -0.02 -5.06
H -4.31 -0.91 -5.51
H -4.29 0.84 -5.51
H -5.90 1.59 -2.41
H -4.41 2.44 -2.80
H -4.55 1.56 -1.29
H -5.91 -1.64 -2.35
H -4.53 -1.62 -1.26
H -4.44 -2.50 -2.77
H -1.93 -0.21 -5.20
H 0.55 -0.19 -5.01
H 1.57 0.04 -2.73
O -0.37 -4.07 -1.40
Cl 0.00 -3.42 -0.19
O -1.06 -3.49 0.75
O 1.18 -3.99 0.34
O 0.25 -2.02 -0.50
*
```

The calculation puts the energy above the lowest of the compared OMol25 structures with the same formula, charge and spin at 178.6 kJ/mol. The HOMO-LUMO gap (alpha / beta) is 5.747 / 5.724 eV. The total energy is -6453.715082 Eh.

Here are the Löwdin charges for atoms 1 to 4, given in e: number 1, Fe, carries 0.294; number 2, Br, carries 0.686; number 3, C, carries -0.715; number 4, C, carries -0.115

No. 2
# C24H22BrCoF2N4

A molecular structure, C24H22BrCoF2N4 (ωB97M-V/def2-TZVPD, the Open Molecules 2025 dataset).

Structure (ORCA input):
```
! wB97M-V def2-TZVPD RIJCOSX def2/J DEFGRID3
* xyz 2 5
Co 0.81 -0.80 0.10
C 3.99 -2.13 -0.45
C 3.64 -0.97 -1.32
C 4.47 -0.65 -2.40
C 4.22 0.47 -3.15
C 3.16 1.30 -2.80
C 2.36 0.92 -1.75
N 2.57 -0.22 -1.04
C 1.26 1.76 -1.24
C 0.93 3.05 -1.65
C -0.04 3.74 -0.94
C -0.62 3.17 0.19
C -0.26 1.88 0.53
N 0.61 1.21 -0.22
C -0.67 1.14 1.74
C -1.60 1.63 2.64
C -1.89 0.89 3.78
C -1.20 -0.29 4.00
C -0.26 -0.73 3.07
C 0.52 -1.98 3.34
N -0.04 -0.05 1.94
H 5.07 -2.20 -0.34
H 3.66 -3.07 -0.91
H 3.56 -2.05 0.54
H 5.31 -1.30 -2.61
H 4.86 0.73 -3.99
H 2.97 2.21 -3.34
H 1.43 3.51 -2.48
H -0.31 4.75 -1.23
H -1.31 3.74 0.79
H -2.08 2.58 2.46
H -2.62 1.23 4.49
H -1.36 -0.87 4.90
H 0.66 -2.11 4.41
H 1.50 -1.95 2.86
H -0.02 -2.86 2.98
C -4.77 -0.12 0.72
C -3.68 -0.22 -0.30
C -3.86 0.16 -1.63
C -2.82 0.03 -2.53
C -1.60 -0.44 -2.07
Br -0.21 -0.77 -3.30
N -1.38 -0.75 -0.80
C -2.42 -0.68 0.05
H -5.75 -0.30 0.27
H -4.80 0.88 1.16
H -4.63 -0.84 1.53
H -4.82 0.54 -1.96
H -2.95 0.25 -3.58
H -2.24 -1.03 1.06
F 1.36 -2.90 0.66
C 0.48 -2.84 -0.41
F 1.14 -3.11 -1.52
H -0.35 -3.52 -0.27
*
```

The calculation puts the energy above the lowest of the compared OMol25 structures with the same formula, charge and spin at 55.0 kJ/mol. The HOMO-LUMO gap (alpha / beta) is 8.373 / 6.879 eV. The total energy is -5302.778477 Eh.

Here are the Löwdin charges for atoms 1 to 4, given in e: number 1, Co, carries 0.864; number 2, C, carries -0.014; number 3, C, carries -0.274; number 4, C, carries 0.019

No. 3
# C24H22BrInN3O3S2

A molecular structure, C24H22BrInN3O3S2 (ωB97M-V/def2-TZVPD, the Open Molecules 2025 dataset).

Structure (ORCA input):
```
! wB97M-V def2-TZVPD RIJCOSX def2/J DEFGRID3
* xyz 1 1
In -0.05 -0.29 -0.48
O -4.64 -1.61 2.39
C -4.94 -1.57 1.06
C -6.26 -1.87 0.74
C -6.69 -1.81 -0.57
C -5.81 -1.43 -1.58
C -4.50 -1.16 -1.26
C -4.03 -1.24 0.05
C -2.58 -0.88 0.29
O -1.77 -1.28 -0.81
N -2.08 -1.50 1.52
N -0.70 -1.33 1.58
C -0.07 -2.02 2.44
C 1.38 -2.11 2.53
Br 2.33 -1.51 1.00
C 2.06 -2.68 3.51
C 1.50 -3.15 4.79
C 2.04 -4.31 5.36
C 1.52 -4.81 6.54
C 0.48 -4.15 7.18
C -0.03 -2.97 6.65
C 0.48 -2.48 5.45
H -3.78 -1.19 2.55
H -6.93 -2.13 1.55
H -7.73 -2.03 -0.80
H -6.16 -1.35 -2.60
H -3.80 -0.87 -2.03
H -2.50 0.21 0.45
H -2.35 -2.47 1.58
H -0.62 -2.66 3.13
H 3.13 -2.84 3.37
H 2.85 -4.82 4.86
H 1.93 -5.72 6.97
H 0.08 -4.54 8.11
H -0.81 -2.43 7.17
H 0.12 -1.53 5.07
S 3.09 2.73 -1.73
C 2.12 1.80 -0.90
N 1.40 1.13 -0.21
C -1.85 2.45 -3.77
S -0.55 2.05 -2.63
O -1.29 1.37 -1.46
C 0.25 0.70 -3.48
C 1.54 0.87 -3.96
C 2.18 -0.21 -4.56
C 1.53 -1.43 -4.68
C 0.23 -1.59 -4.19
C -0.42 -0.53 -3.59
H -2.42 1.55 -4.01
H -1.38 2.88 -4.66
H -2.48 3.19 -3.28
H 2.04 1.83 -3.86
H 3.19 -0.09 -4.94
H 2.03 -2.26 -5.17
H -0.27 -2.54 -4.29
H -1.42 -0.64 -3.20
*
```

The calculation puts the energy above the lowest of the compared OMol25 structures with the same formula, charge and spin at 18.4 kJ/mol. The HOMO-LUMO gap is 6.849 eV. The total energy is -4877.990531 Eh.

Here are the Löwdin charges for atoms 1 to 4, given in e: number 1, In, carries 0.909; number 2, O, carries 0.053; number 3, C, carries -0.260; number 4, C, carries -0.008

No. 4
# C24H22Cl5MnS2

A molecular structure, C24H22Cl5MnS2 (ωB97M-V/def2-TZVPD, the Open Molecules 2025 dataset).

Structure (ORCA input):
```
! wB97M-V def2-TZVPD RIJCOSX def2/J DEFGRID3
* xyz -1 6
Mn -0.89 -0.32 -0.38
C 1.24 3.14 2.09
C 1.73 1.83 1.51
C 2.07 1.74 0.16
C 1.84 2.92 -0.76
C 2.62 0.56 -0.34
C 3.12 0.49 -1.77
C 2.77 -0.55 0.49
C 3.33 -1.84 -0.05
C 2.41 -0.47 1.84
C 2.64 -1.66 2.73
C 1.87 0.72 2.35
C 1.39 0.81 3.78
H 0.15 3.24 2.03
H 1.67 3.99 1.56
H 1.52 3.24 3.14
H 2.72 3.57 -0.83
H 1.01 3.54 -0.41
H 1.59 2.60 -1.76
H 2.41 -0.01 -2.43
H 4.06 -0.06 -1.82
H 3.31 1.48 -2.17
H 4.41 -1.90 0.10
H 3.12 -1.94 -1.11
H 2.88 -2.70 0.43
H 1.92 -2.45 2.53
H 2.58 -1.41 3.78
H 3.64 -2.08 2.55
H 2.17 1.18 4.45
H 1.07 -0.16 4.15
H 0.53 1.47 3.86
S -2.98 -1.48 -0.79
C -2.35 -2.75 -1.84
C -3.22 -3.80 -2.16
C -2.85 -4.85 -2.98
C -1.57 -4.88 -3.51
C -0.69 -3.86 -3.19
C -1.05 -2.80 -2.37
S 0.21 -1.58 -2.06
H -4.23 -3.77 -1.75
H -3.56 -5.63 -3.21
H -1.25 -5.69 -4.15
H 0.32 -3.87 -3.59
Cl -1.59 2.16 -0.02
C -1.92 1.37 1.59
C -1.34 0.14 1.75
C -1.68 -0.47 2.95
Cl -1.06 -2.07 3.28
C -2.48 0.15 3.91
Cl -2.85 -0.63 5.40
C -3.01 1.42 3.66
Cl -3.99 2.20 4.84
C -2.74 2.07 2.45
Cl -3.37 3.62 2.10
*
```

The HOMO-LUMO gap (alpha / beta) is 6.326 / 6.539 eV. The total energy is -5176.229377 Eh.

Here are the Löwdin charges for atoms 1 to 4, given in e: number 1, Mn, carries 0.366; number 2, C, carries -0.047; number 3, C, carries -0.198; number 4, C, carries -0.204

No. 5
# C24H22F3MgN2O5P

A molecular structure, C24H22F3MgN2O5P (ωB97M-V/def2-TZVPD, the Open Molecules 2025 dataset).

Structure (ORCA input):
```
! wB97M-V def2-TZVPD RIJCOSX def2/J DEFGRID3
* xyz 0 1
Mg 0.96 0.75 -0.71
C 0.11 1.32 3.46
C 0.52 1.83 2.11
O 0.23 1.18 1.10
N 1.17 2.99 2.05
C 1.61 3.58 0.78
C 2.92 2.98 0.32
C 4.11 3.68 0.43
C 5.29 3.06 0.03
C 5.23 1.77 -0.46
C 4.00 1.15 -0.56
N 2.87 1.74 -0.18
H -0.98 1.34 3.51
H 0.53 1.89 4.28
H 0.41 0.27 3.54
H 1.42 3.45 2.91
H 1.73 4.65 0.94
H 0.85 3.43 0.02
H 4.11 4.68 0.83
H 6.23 3.59 0.10
H 6.12 1.25 -0.79
H 3.89 0.14 -0.94
O 2.53 -2.97 -0.86
C 1.69 -2.14 -1.11
O 1.89 -0.86 -1.17
C 0.24 -2.56 -1.39
P -0.92 -1.36 -0.63
C -0.97 -1.87 1.13
C -2.04 -1.45 1.91
C -2.08 -1.73 3.27
C -1.03 -2.42 3.86
C 0.05 -2.83 3.09
C 0.08 -2.56 1.73
C -2.55 -1.92 -1.23
C -3.07 -3.17 -0.90
C -4.29 -3.58 -1.40
C -5.02 -2.73 -2.24
C -4.51 -1.49 -2.57
C -3.28 -1.08 -2.07
H 0.06 -3.59 -1.07
H 0.07 -2.50 -2.46
H -2.87 -0.91 1.46
H -2.93 -1.41 3.86
H -1.05 -2.64 4.92
H 0.87 -3.38 3.54
H 0.92 -2.90 1.14
H -2.51 -3.82 -0.24
H -4.69 -4.55 -1.14
H -5.97 -3.05 -2.63
H -5.07 -0.83 -3.23
H -2.89 -0.11 -2.33
F -0.90 2.31 -5.08
C -0.90 1.91 -3.82
F -2.18 1.96 -3.37
F -0.54 0.61 -3.80
C -0.01 2.79 -2.90
O 0.16 3.94 -3.21
O 0.41 2.17 -1.86
*
```

The calculation puts the energy above the lowest of the compared OMol25 structures with the same formula, charge and spin at 0.0 kJ/mol. The HOMO-LUMO gap is 8.607 eV. The total energy is -2254.774406 Eh.

Here are the Löwdin charges for atoms 1 to 4, given in e: number 1, Mg, carries 0.614; number 2, C, carries 0.038; number 3, C, carries -0.467; number 4, O, carries -0.020

No. 6
# C24H22F3N6O3S4SbY

A molecular structure, C24H22F3N6O3S4SbY (ωB97M-V/def2-TZVPD, the Open Molecules 2025 dataset).

Structure (ORCA input):
```
! wB97M-V def2-TZVPD RIJCOSX def2/J DEFGRID3
* xyz -1 1
Y 0.61 -0.35 1.11
C 3.84 -1.89 0.07
C 3.43 -0.94 -1.01
C 4.05 -0.99 -2.26
C 3.66 -0.12 -3.25
C 2.71 0.84 -2.95
C 2.17 0.86 -1.68
N 2.47 -0.04 -0.75
C 1.23 1.96 -1.29
C 1.18 3.12 -2.04
C 0.31 4.13 -1.65
C -0.44 3.97 -0.52
C -0.33 2.78 0.21
N 0.49 1.80 -0.18
C -1.07 2.62 1.49
C -2.13 3.47 1.78
C -2.71 3.40 3.03
C -2.18 2.52 3.95
C -1.14 1.66 3.59
C -0.57 0.74 4.61
N -0.62 1.69 2.35
H 4.63 -2.57 -0.28
H 3.01 -2.49 0.42
H 4.20 -1.35 0.94
H 4.82 -1.73 -2.44
H 4.10 -0.17 -4.24
H 2.38 1.54 -3.71
H 1.83 3.25 -2.89
H 0.26 5.05 -2.22
H -1.08 4.76 -0.18
H -2.52 4.15 1.04
H -3.55 4.03 3.28
H -2.58 2.46 4.95
H -1.07 0.86 5.57
H 0.49 0.91 4.75
H -0.66 -0.30 4.29
S 3.71 -3.33 3.19
Sb 2.17 -1.73 3.71
S 2.63 0.36 2.56
S 0.02 -2.26 2.72
S 1.93 -1.30 5.93
F -3.94 1.06 0.99
C -4.08 -0.18 0.50
F -4.84 -0.08 -0.61
F -4.76 -0.89 1.40
C -2.73 -0.86 0.18
O -2.82 -1.90 -0.47
O -1.71 -0.21 0.55
C -0.47 -4.61 -1.06
N -0.58 -3.34 -1.79
C -1.43 -3.20 -2.83
C -1.68 -1.99 -3.38
C -1.05 -0.88 -2.76
N -0.19 -1.01 -1.78
C 0.04 -2.23 -1.25
O 0.79 -2.37 -0.27
N -1.34 0.39 -3.18
H -0.67 -5.43 -1.75
H -1.19 -4.62 -0.24
H 0.52 -4.70 -0.65
H -1.91 -4.10 -3.18
H -2.38 -1.88 -4.20
H -2.20 0.53 -3.68
H -1.07 1.12 -2.54
*
```

The calculation puts the energy above the lowest of the compared OMol25 structures with the same formula, charge and spin at 95.7 kJ/mol. The HOMO-LUMO gap is 5.133 eV. The total energy is -3653.398126 Eh.

Here are the Löwdin charges for atoms 1 to 4, given in e: number 1, Y, carries 0.869; number 2, C, carries -0.092; number 3, C, carries -0.281; number 4, C, carries -0.017